1.
{
  "formula": "C30H33N4O4PPdS",
  "method": "ωB97M-V/def2-TZVPD",
  "symbols": ["Pd", "N", "C", "C", "N", "H", "H", "H", "H", "H", "H", "H", "H", "N", "C", "O", "C", "C", "H", "H", "H", "H", "H", "H", "O", "C", "N", "S", "O", "O", "C", "C", "C", "C", "C", "C", "H", "H", "H", "H", "C", "C", "C", "C", "C", "C", "P", "C", "C", "C", "C", "C", "C", "C", "C", "C", "C", "C", "C", "H", "H", "H", "H", "H", "H", "H", "H", "H", "H", "H", "H", "H", "H", "H"],
  "coordinates": [[-0.648, -1.021, 1.223], [-2.422, -0.743, 2.483], [-3.137, -2.041, 2.510], [-3.214, -2.613, 1.106], [-1.856, -2.708, 0.535], [-2.152, -0.471, 3.423], [-3.027, -0.007, 2.126], [-4.140, -1.934, 2.925], [-2.573, -2.715, 3.153], [-3.801, -1.957, 0.462], [-3.704, -3.587, 1.127], [-1.873, -2.810, -0.474], [-1.318, -3.493, 0.901], [1.088, -3.546, 4.319], [0.783, -2.433, 3.671], [-0.118, -2.457, 2.804], [1.511, -1.180, 4.100], [1.222, 0.032, 3.299], [0.665, -4.417, 4.038], [1.835, -3.573, 4.993], [2.585, -1.407, 4.066], [1.271, -1.013, 5.153], [1.407, 0.016, 2.230], [1.153, 0.998, 3.775], [1.222, 0.032, -1.794], [1.564, -1.020, -1.202], [1.097, -1.453, -0.029], [1.854, -2.881, 0.421], [2.626, -2.629, 1.605], [0.873, -3.931, 0.456], [2.869, -2.992, -1.003], [3.797, -3.955, -1.339], [4.463, -3.782, -2.547], [4.199, -2.687, -3.367], [3.262, -1.728, -3.006], [2.598, -1.900, -1.805], [3.999, -4.802, -0.699], [5.199, -4.511, -2.855], [4.735, -2.585, -4.301], [3.051, -0.876, -3.637], [-1.174, 2.941, -5.339], [0.095, 2.499, -4.987], [0.332, 1.993, -3.722], [-0.710, 1.926, -2.789], [-1.979, 2.392, -3.142], [-2.206, 2.893, -4.414], [-0.330, 1.364, -1.127], [-1.859, 1.479, -0.156], [-2.968, 0.726, -0.574], [-4.194, 0.878, 0.056], [-4.320, 1.751, 1.132], [-3.208, 2.450, 1.595], [-1.981, 2.313, 0.964], [0.840, 2.519, -0.404], [1.952, 2.094, 0.318], [2.808, 3.028, 0.882], [2.559, 4.383, 0.723], [1.457, 4.812, -0.007], [0.599, 3.885, -0.573], [-1.354, 3.335, -6.330], [0.905, 2.553, -5.701], [1.325, 1.664, -3.455], [-2.792, 2.394, -2.430], [-3.190, 3.256, -4.677], [-2.881, 0.071, -1.435], [-5.059, 0.336, -0.306], [-5.282, 1.890, 1.607], [-3.307, 3.128, 2.433], [-1.131, 2.893, 1.302], [2.169, 1.038, 0.422], [3.678, 2.696, 1.433], [3.234, 5.110, 1.155], [1.273, 5.869, -0.143], [-0.250, 4.222, -1.157]],
  "e_homo_ha": [-0.4706, -0.5220],
  "multiplicity": 5,
  "orbital_gap_ev": [7.9, 6.7],
  "total_charge": 2
}

2.
{
  "formula": "CdI",
  "method": "ωB97M-V/def2-TZVPD",
  "symbols": ["Cd", "I"],
  "coordinates": [[0.127, -0.201, 1.344], [-0.127, 0.201, -1.344]],
  "e_homo_ha": -0.5417,
  "orbital_gap_ev": 6.3,
  "total_charge": 1
}

3.
{
  "formula": "C4H5Br2ClO",
  "method": "ωB97M-V/def2-TZVPD",
  "symbols": ["C", "C", "C", "C", "O", "Cl", "Br", "Br", "H", "H", "H", "H", "H"],
  "coordinates": [[-1.246, 2.144, -1.246], [-0.942, -0.639, -0.052], [1.073, 1.133, 0.326], [-0.399, 0.694, 0.276], [-1.951, 1.709, -2.110], [-0.753, 3.755, -0.892], [1.890, 1.197, -1.442], [-1.370, 1.023, 1.881], [-0.675, -0.919, -1.138], [-2.045, -0.680, 0.006], [-0.491, -1.410, 0.465], [0.991, 2.049, 0.844], [1.582, 0.435, 0.850]],
  "e_homo_ha": [-0.3293, -0.3293],
  "orbital_gap_ev": [8.8, 8.8],
  "total_charge": 0
}

4.
{
  "formula": "C2H6ClO2PS",
  "method": "ωB97M-V/def2-TZVPD",
  "symbols": ["C", "C", "O", "O", "P", "S", "Cl", "H", "H", "H", "H", "H", "H"],
  "coordinates": [[0.354, 2.234, -0.034], [-0.248, -1.941, 0.414], [-0.465, 1.858, 1.072], [0.066, -0.584, 0.605], [-0.879, 0.363, 1.504], [-3.342, -0.911, -0.144], [-4.728, 0.426, -0.366], [0.029, 3.325, -0.399], [0.333, 1.585, -0.987], [1.340, 2.483, 0.535], [-1.315, -1.958, -0.108], [-0.410, -2.410, 1.362], [0.532, -2.480, -0.211]],
  "e_homo_ha": [-0.2780, -0.2773],
  "orbital_gap_ev": [6.3, 6.3],
  "total_charge": 0
}

5.
{
  "formula": "C2H3LiO4Pb",
  "method": "ωB97M-V/def2-TZVPD",
  "symbols": ["O", "C", "C", "O", "O", "O", "Pb", "Li", "H", "H", "H"],
  "coordinates": [[-0.719, 0.562, -0.006], [0.108, 1.339, -0.470], [1.530, 0.913, -0.652], [1.769, -0.369, -0.257], [-2.237, -2.955, 0.689], [-1.985, -2.448, 2.095], [0.257, -1.413, 0.471], [-2.411, -0.780, 0.746], [-0.194, 2.357, -0.777], [2.130, 1.682, -0.110], [1.753, 1.112, -1.727]],
  "e_homo_ha": [-0.2273, -0.2276],
  "orbital_gap_ev": [5.1, 5.1],
  "total_charge": 0
}

6.
{
  "formula": "C4H12",
  "method": "ωB97M-V/def2-TZVPD",
  "symbols": ["C", "C", "H", "H", "H", "H", "H", "H", "C", "C", "H", "H", "H", "H", "H", "H"],
  "coordinates": [[2.113, 0.204, -0.970], [1.320, -0.939, -1.025], [3.138, 0.075, -0.600], [2.072, 0.946, -1.877], [1.901, 0.806, 0.065], [1.666, -1.993, -0.844], [0.752, -0.828, -1.961], [0.428, -0.943, -0.420], [-2.027, 0.853, 0.678], [-1.286, -0.314, 1.198], [-1.517, 1.819, 0.989], [-2.324, 0.721, -0.399], [-3.000, 1.156, 1.046], [-0.264, -0.355, 0.887], [-1.169, 0.007, 2.280], [-1.804, -1.214, 0.953]],
  "e_homo_ha": -0.3767,
  "orbital_gap_ev": 11.4,
  "total_charge": 0
}

7.
{
  "formula": "C10H12BF10N5NiO4S2",
  "method": "ωB97M-V/def2-TZVPD",
  "symbols": ["Ni", "B", "F", "F", "F", "F", "C", "F", "F", "F", "S", "O", "O", "N", "S", "O", "O", "C", "F", "F", "F", "C", "C", "N", "H", "H", "H", "C", "C", "N", "H", "H", "H", "C", "C", "N", "H", "H", "H", "C", "C", "N", "H", "H", "H"],
  "coordinates": [[0.145, 0.410, -0.427], [0.095, 3.046, -1.351], [0.215, 3.407, -2.689], [-0.984, 2.288, -1.077], [1.118, 2.207, -0.981], [0.141, 4.112, -0.457], [-3.691, 1.684, 0.648], [-4.948, 1.626, 1.164], [-3.757, 1.374, -0.670], [-3.152, 2.905, 0.802], [-2.581, 0.324, 1.565], [-2.880, 0.223, 2.991], [-2.749, -0.956, 0.888], [-0.915, 0.753, 1.143], [-0.602, 1.747, 2.423], [0.539, 2.574, 2.115], [-1.709, 2.525, 2.992], [0.120, 0.561, 3.781], [-0.799, 0.479, 4.788], [0.435, -0.617, 3.283], [1.174, 1.114, 4.331], [4.574, 0.717, 1.547], [3.208, 0.443, 1.045], [2.120, 0.252, 0.653], [4.517, 0.977, 2.604], [4.931, 1.606, 1.028], [5.208, -0.093, 1.187], [-2.506, -1.304, -3.971], [-1.926, -0.640, -2.804], [-1.495, -0.166, -1.823], [-2.032, -0.874, -4.853], [-3.570, -1.077, -3.916], [-2.434, -2.392, -3.991], [3.301, -1.879, -3.343], [2.267, -0.940, -2.794], [1.497, -0.189, -2.396], [3.929, -1.416, -4.104], [2.872, -2.750, -3.839], [4.001, -2.224, -2.582], [-0.824, -3.589, 1.508], [-0.224, -2.716, 0.494], [0.288, -1.984, -0.278], [-1.831, -3.223, 1.709], [-0.236, -3.682, 2.421], [-0.851, -4.644, 1.235]],
  "e_homo_ha": [-0.5144, -0.5142],
  "multiplicity": 4,
  "orbital_gap_ev": [11.1, 4.7],
  "total_charge": 1
}

8.
{
  "formula": "C3H6BN",
  "method": "ωB97M-V/def2-TZVPD",
  "symbols": ["B", "C", "C", "C", "N", "H", "H", "H", "H", "H", "H"],
  "coordinates": [[1.093, -0.063, -0.262], [-1.375, -0.408, -0.043], [-0.068, -1.111, 0.102], [0.786, 1.382, 0.148], [-1.511, 0.801, -0.106], [2.169, -0.260, -0.757], [-2.377, -0.932, -0.203], [0.035, -2.096, -0.391], [-0.052, -1.161, 1.122], [0.507, 1.696, 1.119], [0.794, 2.151, -0.727]],
  "e_homo_ha": [-0.3323, -0.3069],
  "orbital_gap_ev": [8.7, 8.2],
  "total_charge": 0
}